(1)
ORCA calculation (wB97M-V/def2-TZVPD) on a cluster of 25 separate species, C79H215N9O24 in total.

```
327
Properties=species:S:1:pos:R:3
N -3.85267 -0.62125 1.65671
H -3.85881 -1.47620 2.19442
H -4.04733 -0.98906 0.73643
H -2.95421 -0.16033 1.67706
H -4.54748 0.02979 1.99357
C -1.74168 3.07037 -0.43833
C -1.54209 1.57236 -0.84599
C -0.64476 1.71160 -2.11255
C -0.05088 0.36680 -2.58084
C 0.61525 -0.37282 -1.42951
C -0.19989 -0.55739 -0.07126
N -0.90491 0.72093 0.19073
O -1.39641 0.86565 1.55004
C 0.92974 -0.89354 0.95214
C -1.24449 -1.69732 -0.14747
C -2.95722 1.13438 -1.24911
H -0.98261 3.49312 0.21984
H -2.68238 3.11538 0.11045
H -1.80362 3.67190 -1.34521
H 0.20669 2.32311 -1.81393
H -1.20388 2.22286 -2.89620
H 0.71007 0.40113 -3.36051
H -0.84811 -0.29288 -2.92341
H 1.60439 0.02110 -1.19597
H 0.94125 -1.30142 -1.89804
H 0.68930 -0.94759 2.01392
H 1.69168 -0.11509 0.91273
H 1.53180 -1.73880 0.61874
H -1.64962 -1.90085 0.84376
H -0.58714 -2.54338 -0.34796
H -1.96495 -1.70361 -0.96539
H -3.08175 0.14763 -1.69510
H -3.52081 1.91518 -1.75981
H -3.59131 1.00222 -0.37243
C 2.58237 3.84568 -6.95341
C 3.14442 3.56860 -5.56735
C 2.86352 2.25181 -4.83810
O 4.54354 3.69506 -5.69748
H 1.49260 3.85350 -6.97469
H 3.00485 3.14506 -7.67365
H 2.88075 4.84068 -7.28362
H 2.78421 4.34677 -4.89445
H 3.46064 2.14645 -3.93231
H 3.12000 1.46016 -5.54210
H 1.78650 2.24542 -4.67049
H 4.92413 3.49264 -4.83970
C -2.30076 -2.83321 -4.42816
C -3.70466 -3.06287 -4.08136
C -4.06160 -4.43167 -3.45847
O -4.10265 -1.96059 -3.33335
H -1.99050 -3.48874 -5.24186
H -1.59872 -3.00031 -3.61127
H -2.12434 -1.84203 -4.84594
H -4.33245 -2.97306 -4.96787
H -5.15017 -4.45580 -3.50883
H -3.74260 -4.45484 -2.41646
H -3.53567 -5.23148 -3.97981
H -4.50945 -1.29522 -3.89317
C 2.47408 4.58474 -1.18496
C 2.84482 5.31084 0.05074
C 1.65612 5.91881 0.79894
O 3.50247 4.37741 0.87957
H 1.90561 5.16306 -1.91330
H 1.72458 3.81142 -1.01668
H 3.33529 4.07987 -1.62259
H 3.53799 6.08405 -0.28056
H 1.96040 6.50269 1.66762
H 1.02179 5.12386 1.19108
H 1.08629 6.56166 0.12802
H 2.88014 3.71528 1.18924
C -7.21851 5.06387 0.53693
C -7.42497 3.88189 -0.40644
C -6.34726 3.71527 -1.48105
O -7.46985 2.76283 0.52365
H -6.21545 5.10037 0.96195
H -7.96236 5.20538 1.32100
H -7.19001 5.95694 -0.08734
H -8.38642 3.97380 -0.91168
H -5.36573 3.52283 -1.04786
H -6.22460 4.58522 -2.12623
H -6.63601 2.82418 -2.03844
H -8.39919 2.58322 0.68386
C -4.74874 -5.22104 -0.12659
C -5.39645 -5.79281 1.15938
C -6.13013 -7.11668 0.93135
O -4.45194 -6.04289 2.10524
H -4.23604 -4.26965 0.01516
H -5.51070 -4.97765 -0.86705
H -4.15880 -6.04176 -0.53462
H -6.10098 -5.03608 1.50451
H -5.49885 -8.00032 0.83775
H -6.77954 -7.06959 0.05720
H -6.66634 -7.29182 1.86404
H -4.87995 -6.45033 2.86182
C 3.30670 -3.38467 -1.34293
C 3.50502 -4.00590 -2.76014
C 3.70324 -2.90136 -3.79225
O 4.69760 -4.83965 -2.85326
H 3.16014 -4.12790 -0.55920
H 2.32294 -2.93037 -1.22491
H 4.11394 -2.74276 -0.99021
H 2.71847 -4.74062 -2.93226
H 4.49560 -2.21144 -3.50196
H 2.77049 -2.36842 -3.97675
H 4.05433 -3.40265 -4.69422
H 4.89719 -5.43177 -2.12445
C -0.21947 5.22342 -3.83027
C -1.08660 4.38759 -4.79237
C -2.58643 4.36544 -4.56765
O -0.80893 4.95012 -6.04403
H -0.29699 4.83936 -2.81313
H -0.60864 6.24075 -3.87146
H 0.83655 5.22953 -4.10025
H -0.71093 3.36652 -4.72614
H -3.04943 3.95283 -5.46402
H -2.89173 5.39730 -4.39399
H -2.91808 3.76979 -3.71717
H -1.62591 5.26178 -6.44028
C -2.88330 0.78135 -5.62985
C -4.38172 1.15864 -5.48772
C -5.12428 1.18424 -6.83493
O -5.05741 0.22009 -4.70996
H -2.31242 1.54740 -6.15459
H -2.74477 -0.18684 -6.11101
H -2.49160 0.54068 -4.64155
H -4.49257 2.11326 -4.97341
H -6.21107 1.17805 -6.75156
H -4.92091 0.25262 -7.36297
H -4.62967 1.89245 -7.49968
H -5.98061 0.44625 -4.57525
C -2.79335 6.59030 -1.15666
C -3.73755 7.77890 -0.96379
C -4.01043 8.05052 0.59124
O -3.19223 9.06103 -1.24279
H -1.79730 6.82286 -0.77998
H -2.62131 6.33915 -2.20328
H -3.25888 5.76414 -0.61922
H -4.74035 7.69667 -1.38299
H -3.08351 8.08675 1.16362
H -4.61920 7.26590 1.04054
H -4.65375 8.91217 0.76956
H -2.46246 9.15003 -0.62545
C 1.78822 7.05836 4.76157
C 1.24524 8.23507 3.92928
C -0.01749 7.83019 3.14955
O 1.00784 9.21033 4.84696
H 0.92074 6.61845 5.25358
H 2.62889 7.26679 5.42332
H 2.18975 6.30540 4.08339
H 2.00708 8.59346 3.23700
H -0.86322 7.78521 3.83572
H 0.00655 6.81311 2.75829
H -0.27682 8.52500 2.35075
H 0.60297 9.98803 4.45599
C 2.92638 -5.33497 4.77267
C 3.80909 -6.57570 4.81881
C 5.29561 -6.25353 5.04551
O 3.44647 -7.41749 5.86975
H 3.19723 -4.63730 5.56513
H 1.87629 -5.62411 4.81496
H 2.96674 -4.77597 3.83779
H 3.73652 -7.13082 3.88356
H 5.51679 -5.49894 5.80035
H 5.70034 -5.88432 4.10318
H 5.89397 -7.14167 5.24868
H 3.89711 -8.24154 5.67111
C -7.04666 -1.96392 0.61078
C -6.34619 -1.75842 -0.67525
C -6.45808 -0.28423 -1.24030
O -4.96088 -1.98731 -0.47760
H -8.09968 -1.69139 0.54031
H -6.67552 -1.28474 1.37828
H -6.91229 -2.98650 0.96345
H -6.92498 -2.34661 -1.38739
H -6.02059 0.44840 -0.56210
H -7.52784 -0.07661 -1.26455
H -6.00601 -0.05843 -2.20609
H -4.54016 -1.85906 -1.33091
C -0.69015 -5.52237 -1.18897
C 0.52530 -5.96128 -0.30520
C 0.67020 -5.07813 0.93516
O 0.20874 -7.30320 0.15260
H -0.54923 -4.54135 -1.64268
H -1.58336 -5.57895 -0.56680
H -0.90068 -6.19626 -2.01941
H 1.45583 -6.10475 -0.85442
H 0.97541 -4.06373 0.67835
H 1.35228 -5.40648 1.71941
H -0.20063 -4.86676 1.55571
H -0.70571 -7.32900 0.44368
C 0.71754 -1.09823 -6.87266
C 1.40511 -1.16843 -8.22320
C 2.01599 0.18574 -8.57890
O 2.50867 -1.99600 -8.20264
H 0.61032 -2.12041 -6.50968
H -0.24146 -0.58023 -6.86306
H 1.27873 -0.58464 -6.09202
H 0.69984 -1.52309 -8.97481
H 1.26693 0.97429 -8.65098
H 2.57483 0.21755 -9.51420
H 2.65636 0.53513 -7.76899
H 3.12264 -1.60705 -7.57545
O -4.38802 -3.01004 2.84460
H -3.71078 -2.78809 3.48360
H -4.36365 -3.96543 2.79112
O -0.81642 0.21903 4.51872
H -0.91246 0.34133 3.57423
H -0.40326 1.02652 4.82448
C 9.41911 -2.09423 3.89874
C 8.55801 -3.32761 3.47135
C 7.51669 -3.03386 2.33303
O 6.59332 -2.10361 2.89368
C 5.46141 -1.80027 2.16020
N 9.58175 -4.33619 3.04649
H 8.80071 -1.25187 4.20877
H 9.85408 -1.70858 2.97669
H 10.20927 -2.22745 4.63766
H 7.87706 -3.69755 4.23786
H 6.98699 -3.97707 2.19932
H 8.02793 -2.85410 1.38729
H 5.06630 -0.82609 2.44821
H 4.67789 -2.51936 2.39920
H 5.62579 -1.77042 1.08308
H 10.08398 -3.92924 2.27044
H 10.25620 -4.44387 3.79056
C 2.63976 2.85486 3.55855
C 1.31255 2.41500 2.98365
C 0.10792 3.19574 3.56239
O -0.08566 2.90751 4.92935
C -1.07846 3.70225 5.53378
N 1.52511 2.53990 1.54696
H 3.46489 2.20741 3.26179
H 2.62372 2.77134 4.64523
H 2.77488 3.90718 3.30863
H 1.25893 1.35187 3.21816
H -0.83543 2.97859 3.06136
H 0.16811 4.27030 3.38977
H -0.93285 4.77716 5.42671
H -1.06698 3.40191 6.58152
H -2.07228 3.37110 5.23254
H 0.64412 2.20223 1.18650
H 2.18396 1.84451 1.22684
C -0.88915 -3.84357 3.95730
C -1.77135 -3.46864 5.17024
C -0.98066 -3.42455 6.48266
O -1.76400 -3.35629 7.63751
C -0.96780 -3.50613 8.78330
N -2.49589 -2.23242 4.89316
H -0.34607 -4.77078 4.14020
H -0.18415 -3.06914 3.65508
H -1.44665 -3.90895 3.02295
H -2.40772 -4.35198 5.22354
H -0.29192 -2.59004 6.61434
H -0.27199 -4.25041 6.54466
H -0.09322 -2.85753 8.83377
H -0.51793 -4.49847 8.81450
H -1.54646 -3.47514 9.70650
H -1.82485 -1.47836 4.85844
H -2.95754 -2.04422 5.77155
C 2.26221 -6.88806 -8.50191
C 2.15018 -5.47805 -7.97717
C 1.74422 -5.39348 -6.45877
O 0.55875 -6.05316 -6.19364
C 0.17718 -6.33596 -4.87560
N 3.35530 -4.70928 -8.33682
H 2.90614 -7.40814 -7.79270
H 2.74265 -7.06624 -9.46396
H 1.31328 -7.41088 -8.62144
H 1.32026 -5.02833 -8.52224
H 1.54233 -4.36026 -6.17628
H 2.55597 -5.68957 -5.79431
H -0.03776 -5.41272 -4.33753
H 0.83815 -6.91530 -4.23094
H -0.78793 -6.84071 -4.83217
H 3.05592 -3.74468 -8.34119
H 3.47064 -4.87110 -9.32708
C 7.14799 1.03506 6.07845
C 5.80044 1.04701 5.37595
C 4.68780 0.32114 6.13983
O 3.62274 0.23657 5.20179
C 2.40672 -0.09331 5.71108
N 5.45285 2.45642 5.26851
H 7.85567 1.66658 5.54134
H 7.59018 0.03922 6.04884
H 7.08678 1.47147 7.07539
H 5.94848 0.56693 4.40863
H 4.40147 0.81698 7.06733
H 4.99912 -0.68907 6.40564
H 1.69797 -0.47479 4.97606
H 1.89234 0.69133 6.26593
H 2.53526 -0.83893 6.49569
H 5.97716 2.96047 4.56770
H 4.52899 2.32423 4.88238
C 5.42769 0.44861 -2.01407
C 5.97740 1.07255 -0.71230
C 7.48906 0.86583 -0.38162
O 8.01798 1.65453 0.66529
C 7.55662 1.43265 1.97849
N 5.65455 2.53642 -0.73677
H 4.34395 0.54322 -1.94577
H 5.50322 -0.63820 -2.04906
H 5.87042 0.87831 -2.91265
H 5.33175 0.67150 0.06897
H 8.08236 1.03327 -1.28054
H 7.63321 -0.19708 -0.18785
H 8.03312 2.15886 2.63702
H 7.78642 0.43357 2.34882
H 6.50852 1.69645 2.11990
H 6.25716 3.09651 -0.15088
H 4.71833 2.68542 -0.38836
C -4.34593 2.92332 2.73011
C -5.15116 1.79282 3.37548
C -6.13396 2.31964 4.41225
O -6.93595 1.23178 4.81456
C -7.91697 1.59150 5.67444
N -5.79931 1.07629 2.28797
H -4.91744 3.55959 2.05436
H -3.51480 2.50751 2.16051
H -3.98609 3.57460 3.52663
H -4.33660 1.13589 3.68051
H -6.79158 3.11947 4.07178
H -5.50053 2.67049 5.22697
H -7.41802 1.83122 6.61342
H -8.53286 0.73007 5.93272
H -8.55362 2.40216 5.32005
H -6.19823 1.83657 1.75605
H -6.59479 0.77465 2.83232
```

frontier orbital gap = 5.787 eV
energy = -147950.6451 eV
molar mass = 1675.6 g/mol
highest occupied orbital energy = -0.21498 Ha


(2)
ORCA calculation (wB97M-V/def2-TZVPD) on an isolated molecule of C7H10.

```
17
Properties=species:S:1:pos:R:3
C -1.62147 -0.34826 0.11337
C -1.23777 0.82835 -0.74684
C -0.17762 0.03210 -0.03868
C 0.79552 -0.82792 -0.78257
C 0.82202 -2.15528 -0.73520
C 1.10558 1.82530 1.13664
C 0.55614 0.61619 1.12896
H -1.98462 -1.24525 -0.38203
H -2.09187 -0.14048 1.07141
H -1.33163 0.71128 -1.82327
H -1.46201 1.82580 -0.37681
H 0.02665 -2.71244 -0.24579
H 1.61058 -0.27968 -1.25818
H 1.64737 -2.72304 -1.15528
H 0.96507 2.50656 0.29994
H 1.72690 2.16481 1.96020
H 0.73677 -0.07966 1.94964
```

frontier orbital gap = 10.556 eV
energy = -7418.9659 eV
SMILES string = C=CC1(C=C)CC1
molar mass = 94.2 g/mol
highest occupied orbital energy = -0.34612 Ha
energy relative to the best compared isomer or geometry (same formula, charge and spin) = 47.7 kcal per mole


(3)
ORCA calculation (wB97M-V/def2-TZVPD) on an isolated molecule of C7H10.

```
17
Properties=species:S:1:pos:R:3
C -2.60454 -0.70215 -0.19813
C -1.44163 0.11660 -0.75858
C -0.23540 -0.23665 0.00464
C 1.03350 -0.21000 -0.75861
C 1.90662 0.84414 -0.03048
C 1.98921 0.50257 1.39289
C 2.04028 0.07103 2.51474
H -2.35678 -1.76551 -0.27791
H -3.54126 -0.52121 -0.72987
H -2.72386 -0.48033 0.86591
H -1.35626 0.06092 -1.85879
H -1.58505 1.18829 -0.51140
H 1.51889 -1.18539 -0.60508
H 0.97655 -0.01019 -1.84401
H 1.47164 1.83947 -0.18708
H 2.91081 0.86550 -0.46425
H 2.04037 -0.35386 3.49295
```

frontier orbital gap = 8.124 eV
energy = -7415.4644 eV
molar mass = 94.2 g/mol
highest occupied orbital energy = -0.29362 Ha
energy relative to the best compared isomer or geometry (same formula, charge and spin) = 128.5 kcal per mole


(4)
ORCA calculation (wB97M-V/def2-TZVPD) on an isolated molecule of C7H10.

```
17
Properties=species:S:1:pos:R:3
C -1.18236 0.93756 1.40894
C -0.33320 0.28148 0.25302
C 0.46868 -1.02519 0.63553
C 1.21430 -0.63763 -0.76181
C 0.97623 0.80544 -0.24093
C 0.06952 -0.95155 -1.70878
C -0.95508 -0.26345 -1.13058
H -1.81771 0.10229 1.90056
H -1.89394 1.61329 0.84526
H -0.45567 1.54033 2.06617
H -0.24427 -1.82249 0.79521
H 1.05990 -0.72717 1.58856
H 2.33902 -0.71964 -0.90966
H 1.83114 0.97529 0.47672
H 0.97815 1.55802 -0.96685
H -0.06365 -1.68504 -2.59583
H -1.99108 0.01845 -1.65552
```

frontier orbital gap = 9.727 eV
energy = -7417.3862 eV
SMILES string = C[C@]12C=C[C@H](C1)C2
molar mass = 94.2 g/mol
highest occupied orbital energy = -0.31809 Ha
energy relative to the best compared isomer or geometry (same formula, charge and spin) = 84.1 kcal per mole


(5)
ORCA calculation (wB97M-V/def2-TZVPD) on an isolated molecule of C7H10.

```
17
Properties=species:S:1:pos:R:3
C -1.97963 0.98181 -0.27616
C -0.74992 0.14468 -0.32108
C 1.28235 -0.15040 1.31915
C 1.47455 -0.22535 -0.15777
C 0.55032 0.66545 -0.92072
C 0.79458 -1.49929 0.14778
C -0.62497 -1.16672 -0.00148
H -2.29800 1.19709 -1.30076
H -2.78608 0.47882 0.26421
H -1.79648 1.94841 0.21487
H 0.39246 -0.28811 1.89429
H 2.10590 0.28541 1.90101
H 2.53337 -0.30525 -0.40064
H 0.54188 0.48909 -2.00801
H 0.79245 1.71505 -0.73189
H 1.19486 -2.50785 0.14815
H -1.45495 -1.82191 0.25524
```

frontier orbital gap = 8.921 eV
energy = -7417.9056 eV
SMILES string = CC1=C[C@@H]2C[C@@H]2C1
molar mass = 94.2 g/mol
highest occupied orbital energy = -0.28776 Ha
energy relative to the best compared isomer or geometry (same formula, charge and spin) = 72.2 kcal per mole


(6)
ORCA calculation (wB97M-V/def2-TZVPD) on an isolated molecule of C7H10.

```
17
Properties=species:S:1:pos:R:3
C 0.45212 1.87524 0.52683
C 0.14961 1.04401 -0.70322
C 0.73125 -0.31097 -1.00816
C 0.90049 -1.16992 0.25042
C -0.61795 -1.00988 0.55323
C -1.46523 -2.21221 0.56167
C -0.76035 -0.15520 -0.74604
H 1.39425 2.42335 0.39929
H -0.34426 2.60889 0.70693
H 0.55250 1.26244 1.42982
H 0.03744 1.64922 -1.60612
H 1.21708 -0.51828 -1.95980
H 1.61407 -0.80573 1.00191
H 1.12266 -2.21737 0.01652
H -0.88445 -0.42815 1.46067
H -2.50553 -1.80353 0.56024
H -1.59370 -0.23190 -1.44418
```

frontier orbital gap (spin up / spin down) = 8.267 / 8.261 eV
energy = -7415.5516 eV
molar mass = 94.2 g/mol
highest occupied orbital energy (spin up / spin down) = -0.31608 / -0.31575 Ha
energy relative to the best compared isomer or geometry (same formula, charge and spin) = 126.4 kcal per mole


(7)
ORCA calculation (wB97M-V/def2-TZVPD) on a structure of composition C7H10.

```
17
Properties=species:S:1:pos:R:3
C -1.27371 -1.34437 0.16011
C -0.31182 -0.93374 -0.92837
C -0.14382 0.83035 -0.92659
C -0.58268 1.91412 0.14015
C 1.07511 -0.65841 -0.67173
C 1.61734 -0.55720 0.62435
C 2.08380 -0.36811 1.71720
H -2.23143 -0.91442 -0.13263
H -1.40925 -2.42815 0.26898
H -0.96972 -0.95056 1.13352
H -0.48449 -1.50714 -1.86108
H 0.46180 1.33820 -1.69405
H 0.28203 2.40400 0.63668
H -1.13418 2.48280 -0.67866
H -1.26038 1.79449 1.02239
H 1.79886 -0.91967 -1.45940
H 2.50088 -0.22225 2.67937
```

frontier orbital gap = 8.853 eV
energy = -7415.8430 eV
molar mass = 94.2 g/mol
highest occupied orbital energy = -0.28643 Ha
energy relative to the best compared isomer or geometry (same formula, charge and spin) = 119.7 kcal per mole


(8)
ORCA calculation (wB97M-V/def2-TZVPD) on an isolated molecule of C7H10.

```
17
Properties=species:S:1:pos:R:3
C -2.01760 0.25042 -0.96377
C -0.84813 0.06933 -0.37207
C 0.41904 0.38239 1.96603
C 1.38473 0.31271 1.04212
C 1.19712 -0.46429 -0.22628
C -0.12050 -1.24831 -0.12602
C 0.40348 0.69562 -0.97390
H -2.65308 -0.60208 -1.14000
H -2.26928 1.19829 -1.43617
H -0.09216 0.52356 -1.96173
H -0.19218 -0.47272 2.23296
H 0.31947 1.24523 2.60951
H 2.20026 1.03312 1.03574
H 2.09964 -0.93392 -0.64507
H -0.33174 -1.81030 0.78647
H -0.28178 -1.89945 -0.98846
H 0.78272 1.72037 -0.83937
```

frontier orbital gap = 9.790 eV
energy = -7416.9913 eV
SMILES string = C=CC1CC(=C)C1
molar mass = 94.2 g/mol
highest occupied orbital energy = -0.32256 Ha
energy relative to the best compared isomer or geometry (same formula, charge and spin) = 93.2 kcal per mole